Entry 1:
Density functional theory data (the ωB97M-V functional and the def2-TZVPD basis) for a structure of composition C37H42F3N3OPdSbSi in a non-equilibrium geometry.

The geometry in XYZ format:
```
89
C37H42F3N3OPdSbSi, DFT the ωB97M-V functional and the def2-TZVPD basis
Pd 0.59 -0.82 0.23
C 0.98 -3.54 2.41
Si 1.38 -3.70 0.58
C 3.03 -2.88 0.18
C 1.48 -5.51 0.13
N 0.12 -2.78 -0.26
C -0.70 -3.06 -1.31
C -0.52 -4.19 -2.14
C -1.37 -4.46 -3.19
C -2.42 -3.61 -3.49
C -2.61 -2.47 -2.73
C -1.78 -2.20 -1.66
O -1.92 -1.04 -0.92
C -3.15 -0.39 -0.86
C -3.17 0.97 -1.14
C -4.36 1.66 -0.96
C -5.50 1.01 -0.53
C -5.45 -0.36 -0.26
C -4.28 -1.07 -0.42
H 1.59 -4.21 3.00
H -0.06 -3.77 2.61
H 1.18 -2.52 2.77
H 3.84 -3.53 0.49
H 3.16 -1.92 0.72
H 3.14 -2.68 -0.88
H 2.12 -6.00 0.86
H 1.91 -5.68 -0.85
H 0.51 -6.02 0.17
H 0.30 -4.85 -1.93
H -1.21 -5.35 -3.79
H -3.07 -3.81 -4.33
H -3.42 -1.78 -2.97
H -2.27 1.46 -1.48
H -4.39 2.72 -1.17
H -6.42 1.55 -0.40
H -6.34 -0.87 0.08
H -4.23 -2.13 -0.22
F 6.50 5.12 0.94
C 5.42 4.35 0.73
C 4.75 4.46 -0.48
C 3.64 3.67 -0.68
C 3.21 2.79 0.30
C 3.90 2.70 1.50
C 5.02 3.49 1.73
Sb 1.52 1.60 -0.07
C 2.16 0.49 -1.76
C 3.51 0.30 -2.05
C 3.91 -0.62 -3.00
C 2.94 -1.38 -3.64
F 3.33 -2.28 -4.54
C 1.59 -1.24 -3.37
C 1.21 -0.30 -2.42
C 0.17 2.97 -0.93
C -0.03 3.04 -2.30
C -0.97 3.91 -2.83
C -1.69 4.71 -1.96
F -2.60 5.56 -2.46
C -1.50 4.68 -0.59
C -0.57 3.80 -0.08
H 5.11 5.16 -1.22
H 3.10 3.76 -1.62
H 3.58 2.02 2.28
H 5.57 3.44 2.66
H 4.27 0.89 -1.54
H 4.95 -0.77 -3.25
H 0.87 -1.86 -3.88
H 0.14 -0.16 -2.24
H 0.54 2.42 -2.98
H -1.15 3.98 -3.89
H -2.08 5.33 0.05
H -0.43 3.75 0.99
C -2.89 0.70 3.31
C -1.46 0.65 3.83
C -1.11 1.94 4.56
C -1.25 -0.55 4.76
N -0.53 0.61 2.67
N -0.77 -0.50 1.79
H -3.57 0.92 4.13
H -3.21 -0.25 2.87
H -3.00 1.49 2.56
H -1.72 2.04 5.45
H -1.29 2.80 3.91
H -0.07 1.95 4.86
H -1.93 -0.50 5.61
H -0.23 -0.58 5.14
H -1.46 -1.50 4.26
H 0.43 0.51 3.00
H -1.63 -0.31 1.28
H -0.91 -1.37 2.31
```

Relative energy (zero: lowest compared OMol25 entry of this formula, charge and spin) (kJ/mol): 34.7
Max |F| (eV/A): 2.18
Electronic energy (eV): -71609.7159
Total charge: +1
Highest occupied orbital energy (alpha / beta) (eV): -9.6 / -9.6
LUMO (alpha / beta) (eV): -4.51 / -4.52
HOMO-LUMO gap (alpha / beta) (eV): 5.126 / 5.121

---

Entry 2:
Density functional theory data (the ωB97M-V functional and the def2-TZVPD basis) for a structure of composition C37H42FeN4O5S6Si.

The geometry in XYZ format:
```
96
C37H42FeN4O5S6Si, DFT the ωB97M-V functional and the def2-TZVPD basis
Fe -0.13 1.04 -0.49
C 3.64 -2.90 2.14
Si 2.20 -1.97 2.89
C 2.90 -0.87 4.24
C 1.08 -3.24 3.70
C 1.31 -0.98 1.71
C 0.68 -0.24 0.95
H 4.16 -3.50 2.88
H 4.36 -2.20 1.69
H 3.29 -3.56 1.34
H 3.49 -1.43 4.98
H 2.09 -0.35 4.77
H 3.55 -0.11 3.80
H 1.60 -3.85 4.44
H 0.65 -3.90 2.94
H 0.24 -2.74 4.20
O -0.27 3.35 1.11
S -0.93 2.72 2.30
C -1.08 4.08 3.54
C -0.32 3.68 4.80
C 0.95 3.01 4.28
C 0.46 1.98 3.27
H -2.15 4.26 3.72
H -0.65 4.95 3.05
H -0.90 2.96 5.37
H -0.11 4.54 5.45
H 1.54 2.56 5.07
H 1.57 3.75 3.76
H 0.08 1.08 3.75
H 1.19 1.69 2.52
N 0.34 -1.05 -4.63
C -0.41 -2.17 -4.06
C -0.45 -2.12 -2.54
O -1.15 -2.85 -1.90
O 0.37 -1.21 -2.00
H 0.42 -1.14 -5.63
H 0.91 -0.83 -2.72
H -0.17 -0.18 -4.45
H 0.08 -3.11 -4.31
H -1.45 -2.24 -4.39
O 1.55 1.87 -0.95
C 2.69 2.34 -1.52
C 3.37 3.30 -0.53
C 2.72 4.02 0.42
C 3.59 4.85 1.19
C 4.89 4.75 0.80
S 5.07 3.63 -0.48
C 3.63 1.16 -1.82
C 3.55 -0.06 -1.22
C 4.59 -0.96 -1.64
C 5.43 -0.39 -2.55
S 4.98 1.22 -2.91
C 2.35 3.12 -2.80
C 2.04 4.44 -2.92
C 1.50 4.77 -4.20
C 1.41 3.69 -5.03
S 1.99 2.28 -4.26
H 1.65 3.92 0.57
H 3.25 5.50 1.99
H 5.76 5.25 1.21
H 2.77 -0.30 -0.51
H 4.68 -1.97 -1.28
H 6.29 -0.83 -3.03
H 2.16 5.14 -2.11
H 1.17 5.77 -4.48
H 1.02 3.65 -6.03
C -3.63 0.50 1.70
C -2.81 0.35 0.44
O -2.07 1.41 0.10
H -3.94 1.54 1.75
H -3.02 0.26 2.58
H -4.51 -0.14 1.70
S -5.95 -3.53 0.48
C -4.53 -2.45 0.39
C -4.50 -1.46 -0.51
C -3.31 -0.60 -0.65
N -2.12 -0.95 0.19
C -2.23 -2.06 1.03
C -3.35 -2.78 1.20
C -5.51 -4.70 -0.79
C -4.69 -5.78 -0.52
C -4.38 -6.66 -1.54
N -4.83 -6.54 -2.79
C -5.61 -5.49 -3.04
C -5.98 -4.55 -2.09
H -5.33 -1.30 -1.19
H -3.07 -0.30 -1.66
H -1.29 -2.33 1.51
H -3.37 -3.65 1.84
H -4.29 -5.93 0.48
H -3.73 -7.51 -1.36
H -5.96 -5.40 -4.07
H -6.61 -3.72 -2.35
S -1.33 1.04 -3.10
C -2.24 2.39 -3.46
N -2.89 3.32 -3.75
```

Spin multiplicity: 5
Relative energy (zero: lowest compared OMol25 entry of this formula, charge and spin) (kJ/mol): 156.5
Max |F| (eV/A): 0.80
Electronic energy (eV): -162524.2882
Total charge: -2
<S²>: 6.012
Highest occupied orbital energy (alpha / beta) (eV): -2.0 / -1.9
LUMO (alpha / beta) (eV): 3.87 / 3.87
HOMO-LUMO gap (alpha / beta) (eV): 5.849 / 5.772

---

Entry 3:
Density functional theory data (the ωB97M-V functional and the def2-TZVPD basis) for a structure of composition C37H42FeN5S2Si2 in a non-equilibrium geometry.

The geometry in XYZ format:
```
89
C37H42FeN5S2Si2, DFT the ωB97M-V functional and the def2-TZVPD basis
Fe 0.65 0.35 -0.03
C 4.03 0.76 -3.04
C 2.83 0.99 -2.41
N 2.58 0.62 -1.12
C 3.64 0.10 -0.42
C 4.88 -0.26 -1.01
C 5.07 0.08 -2.38
C 5.83 -0.91 -0.20
C 5.55 -1.19 1.13
C 4.37 -0.77 1.73
C 3.43 -0.06 0.97
N 2.21 0.46 1.40
C 1.91 0.81 2.65
C 2.75 0.93 3.77
C 2.24 1.31 5.01
C 0.92 1.60 5.24
C 0.03 1.54 4.14
C -1.35 1.85 4.24
C -2.15 1.80 3.14
C -1.57 1.44 1.91
N -0.30 1.14 1.78
C 0.52 1.17 2.87
H 4.15 1.09 -4.07
H 2.02 1.48 -2.92
H 6.01 -0.15 -2.87
H 6.78 -1.20 -0.64
H 6.28 -1.75 1.72
H 4.16 -1.03 2.76
H 3.80 0.73 3.66
H 2.94 1.38 5.84
H 0.55 1.87 6.22
H -1.76 2.11 5.21
H -3.21 2.01 3.19
H -2.17 1.39 1.00
S 0.48 -2.06 1.76
C -1.09 -1.88 2.36
C -1.33 -1.84 3.76
C -2.57 -1.59 4.29
C -2.72 -1.52 5.73
N -2.84 -1.48 6.87
C -3.69 -1.37 3.46
C -3.49 -1.43 2.08
C -2.24 -1.68 1.54
S -2.09 -1.60 -0.21
C -4.99 -1.08 3.99
N -6.04 -0.84 4.40
H -0.48 -1.97 4.42
H -4.34 -1.28 1.42
C -3.49 -4.16 -1.78
C -2.04 -3.72 -1.96
C -1.20 -4.86 -2.53
C -1.42 -3.23 -0.66
H -3.95 -4.41 -2.73
H -4.08 -3.38 -1.30
H -3.53 -5.05 -1.14
H -2.03 -2.89 -2.68
H -1.17 -5.70 -1.83
H -0.17 -4.54 -2.71
H -1.61 -5.22 -3.47
H -0.34 -3.15 -0.71
H -1.66 -3.92 0.15
C 0.43 -1.20 -3.29
Si -0.55 0.43 -3.22
C -0.03 1.36 -4.79
C -2.36 -0.04 -3.60
C -0.47 1.34 -1.63
Si -0.28 3.15 -1.40
C 0.29 4.09 -2.94
C 0.94 3.71 -0.06
C -1.94 3.95 -0.95
H -0.15 -1.99 -3.78
H 0.71 -1.54 -2.29
H 1.36 -1.07 -3.85
H -0.06 0.64 -5.62
H 0.97 1.77 -4.74
H -0.72 2.17 -5.03
H -2.42 -0.68 -4.48
H -2.95 0.87 -3.78
H -2.82 -0.56 -2.76
H -1.41 1.04 -1.12
H 1.29 3.77 -3.26
H 0.35 5.16 -2.69
H -0.39 3.97 -3.78
H 1.72 2.96 0.12
H 0.44 3.89 0.89
H 1.44 4.64 -0.36
H -2.56 4.07 -1.84
H -1.80 4.93 -0.49
H -2.51 3.33 -0.25
```

Spin multiplicity: 6
Relative energy (zero: lowest compared OMol25 entry of this formula, charge and spin) (kJ/mol): 0.0
Max |F| (eV/A): 1.01
Electronic energy (eV): -118318.8200
Total charge: -2
<S²>: 8.784
Highest occupied orbital energy (alpha / beta) (eV): 0.5 / -1.3
LUMO (alpha / beta) (eV): 4.25 / 4.25
HOMO-LUMO gap (alpha / beta) (eV): 3.774 / 5.582

---

Entry 4:
Density functional theory data (the ωB97M-V functional and the def2-TZVPD basis) for a structure of composition C37H42MoN7O7S3 in a non-equilibrium geometry.

The geometry in XYZ format:
```
97
C37H42MoN7O7S3, DFT the ωB97M-V functional and the def2-TZVPD basis
Mo -1.14 -0.34 0.22
O 3.37 0.60 0.21
C 3.85 -0.12 -0.80
C 5.21 -0.18 -1.12
C 5.64 -0.94 -2.24
C 4.73 -1.62 -3.03
C 3.35 -1.56 -2.66
C 2.91 -0.90 -1.54
C 1.60 -1.05 -0.96
O 1.17 -0.36 0.04
N 0.93 -2.14 -1.35
N -0.23 -2.13 -0.70
C -0.92 -3.27 -0.84
C -2.14 -3.42 -0.14
C -3.00 -4.54 -0.32
C -4.09 -4.74 0.53
C -4.34 -3.66 1.40
C -3.64 -2.46 1.28
N -2.45 -2.33 0.63
H 2.36 0.30 0.26
H 5.89 0.40 -0.54
H 6.69 -0.89 -2.50
H 5.12 -2.21 -3.85
H 2.56 -2.03 -3.25
H -0.40 -4.03 -1.43
H -2.74 -5.26 -1.09
H -4.74 -5.64 0.51
H -5.11 -3.77 2.14
H -3.95 -1.56 1.77
C -2.84 4.76 -6.83
C -2.32 3.80 -5.76
C -3.10 3.48 -4.66
C -2.56 2.64 -3.68
C -1.37 2.02 -3.92
C -0.56 2.28 -5.03
C -1.05 3.25 -5.91
S -0.70 0.91 -2.72
O -0.23 2.16 -1.54
O 0.51 0.28 -3.12
N -1.72 0.05 -1.94
C -3.17 -0.26 -2.11
C -3.99 0.26 -0.85
O -5.19 0.52 -1.01
O -3.29 0.33 0.26
H -3.90 5.06 -6.65
H -2.72 4.33 -7.85
H -2.18 5.66 -6.78
H -4.06 3.99 -4.54
H -3.19 2.46 -2.79
H 0.36 1.73 -5.28
H -0.44 3.53 -6.76
H -3.25 -1.34 -1.96
H -3.61 0.02 -3.08
S 0.15 -4.70 2.37
C 1.06 -4.92 3.75
N 2.10 -5.76 3.99
C 2.34 -6.12 5.38
C 1.48 -5.20 6.29
S 0.28 -4.37 5.28
H 2.55 -6.23 3.20
H 3.41 -6.11 5.63
H 2.01 -7.15 5.58
H 2.14 -4.45 6.72
H 0.94 -5.80 7.05
C 1.60 -0.93 3.24
N 0.27 -1.20 3.81
C -0.90 -0.70 3.33
N -1.98 -0.94 4.14
O -0.97 0.09 2.34
H 1.61 0.02 2.77
H 1.84 -1.65 2.44
H 2.34 -1.04 4.03
H 0.21 -1.80 4.64
H -1.98 -1.86 4.59
H -2.89 -0.62 3.85
C -1.08 3.34 1.90
C -0.27 3.30 0.55
C -0.60 4.58 -0.25
C -0.82 2.11 -0.23
C 1.24 3.28 0.84
C 2.14 3.56 -0.22
C 3.47 3.86 0.06
C 3.93 3.88 1.35
C 3.12 3.41 2.37
C 1.77 3.08 2.10
H -2.13 3.60 1.67
H -0.61 4.09 2.60
H -1.04 2.33 2.38
H -1.65 4.72 -0.25
H -0.25 4.49 -1.29
H -0.10 5.45 0.20
H -1.93 2.31 -0.26
H 1.62 3.59 -1.21
H 4.10 4.06 -0.79
H 4.92 4.27 1.59
H 3.45 3.37 3.40
H 1.15 2.68 2.93
```

Spin multiplicity: 3
Relative energy (zero: lowest compared OMol25 entry of this formula, charge and spin) (kJ/mol): 241.6
Max |F| (eV/A): 5.34
Electronic energy (eV): -98173.4109
Total charge: -1
<S²>: 2.047
Highest occupied orbital energy (alpha / beta) (eV): -1.8 / -3.4
LUMO (alpha / beta) (eV): 1.63 / 1.62
HOMO-LUMO gap (alpha / beta) (eV): 3.382 / 5.021

---

Entry 5:
Density functional theory data (the ωB97M-V functional and the def2-TZVPD basis) for a structure of composition C37H42N2NaO2P2SSeSi in a non-equilibrium geometry.

The geometry in XYZ format:
```
89
C37H42N2NaO2P2SSeSi, DFT the ωB97M-V functional and the def2-TZVPD basis
Na -0.01 0.88 -2.57
C -0.37 -0.54 6.15
S 1.28 -0.95 5.54
C 1.69 0.60 4.68
C 1.03 0.76 3.32
C 1.60 -0.23 2.30
N 0.98 -0.06 1.00
P -0.47 -0.86 0.53
C -1.57 0.56 0.30
C -1.28 1.86 0.68
C -2.23 2.86 0.50
C -3.45 2.56 -0.06
C -3.75 1.26 -0.45
C -2.80 0.27 -0.28
C -1.15 -1.48 2.14
C -0.60 -2.67 2.60
C -1.09 -3.29 3.73
C -2.18 -2.75 4.40
C -2.75 -1.58 3.94
C -2.24 -0.94 2.82
P 1.77 -0.30 -0.60
C 2.55 -1.90 -0.16
C 3.73 -2.00 0.56
C 4.26 -3.24 0.87
C 3.62 -4.40 0.46
C 2.43 -4.31 -0.23
C 1.89 -3.07 -0.52
C 3.27 0.74 -0.40
C 3.28 1.84 0.45
C 4.45 2.57 0.64
C 5.60 2.23 -0.05
C 5.58 1.17 -0.95
C 4.42 0.43 -1.12
H -0.74 -1.40 6.69
H -1.02 -0.33 5.31
H -0.31 0.32 6.82
H 2.78 0.58 4.56
H 1.42 1.41 5.35
H 1.22 1.78 2.97
H -0.05 0.63 3.39
H 1.47 -1.25 2.70
H 2.67 -0.05 2.20
H -0.32 2.09 1.12
H -2.00 3.88 0.78
H -4.18 3.35 -0.20
H -4.70 1.03 -0.92
H -3.01 -0.75 -0.57
H 0.22 -3.11 2.05
H -0.64 -4.21 4.09
H -2.58 -3.24 5.28
H -3.60 -1.16 4.46
H -2.69 -0.02 2.47
H 4.26 -1.11 0.88
H 5.19 -3.30 1.43
H 4.06 -5.36 0.68
H 1.92 -5.21 -0.55
H 0.95 -2.99 -1.06
H 2.38 2.12 0.97
H 4.46 3.40 1.33
H 6.52 2.78 0.11
H 6.47 0.92 -1.51
H 4.40 -0.40 -1.81
O 1.01 0.03 -4.09
C 1.42 -0.93 -3.44
O 2.40 -0.94 -2.66
C 0.59 -2.20 -3.51
C 0.99 -3.35 -4.17
C 0.16 -4.46 -4.14
C -1.03 -4.37 -3.44
C -1.35 -3.17 -2.82
N -0.57 -2.11 -2.85
H 1.93 -3.37 -4.70
H 0.43 -5.37 -4.66
H -1.71 -5.22 -3.38
H -2.27 -3.06 -2.26
C -3.45 4.52 -5.53
Si -3.42 4.15 -3.65
C -5.08 3.24 -3.32
C -3.46 5.81 -2.70
Se -1.62 3.03 -2.95
H -4.28 5.17 -5.77
H -3.57 3.60 -6.09
H -2.54 4.99 -5.86
H -5.88 3.71 -3.87
H -5.33 3.23 -2.27
H -5.01 2.20 -3.65
H -4.38 6.37 -2.87
H -2.62 6.43 -3.01
H -3.36 5.63 -1.64
```

Relative energy (zero: lowest compared OMol25 entry of this formula, charge and spin) (kJ/mol): 56.0
Max |F| (eV/A): 1.62
Electronic energy (eV): -153184.6243
Total charge: -1
Highest occupied orbital energy (eV): -3.9
LUMO (eV): 2.20
HOMO-LUMO gap (eV): 6.153